a) 88
Properties=species:S:1:pos:R:3 method="wB97M-V/def2-TZVPD" charge=-1 homo_ev=-8.09 lumo_energy_ev=2.17 orbital_gap_ev=10.26
As -0.19095 0.71068 0.63632
F -0.33368 -0.47939 -0.61570
F 0.60516 1.75798 -0.49022
F -0.09451 1.84300 1.93026
F -0.96372 -0.42881 1.71757
F 1.36149 0.07066 1.09372
F -1.71809 1.34752 0.15975
C 3.61128 -3.09113 1.84886
O 4.49459 -3.21590 2.94463
H 4.14148 -2.92912 0.90349
H 2.94309 -3.95244 1.74153
H 2.99918 -2.20409 2.00321
H 5.09348 -3.95208 2.79979
C 0.31261 -0.56507 4.82934
O -0.81869 -0.79542 5.68542
H 0.64472 0.47540 4.84772
H 1.13370 -1.20239 5.15662
H 0.01853 -0.77091 3.80242
H -1.05419 0.03164 6.11000
C -0.07105 -3.09257 -2.61069
O -1.20825 -3.76641 -2.07053
H 0.67519 -3.82294 -2.92625
H -0.40317 -2.49775 -3.46332
H 0.37186 -2.42071 -1.87313
H -1.30614 -3.51557 -1.14221
C 4.24351 0.54704 2.73179
O 4.07800 0.34027 1.34270
H 3.50807 -0.01522 3.31741
H 5.22867 0.18933 3.03379
H 4.16035 1.60658 2.99689
H 3.14262 0.16351 1.19425
C -3.43263 -1.00513 4.03125
O -4.79348 -0.85478 3.58974
H -2.95360 -0.03359 4.02009
H -3.44861 -1.49188 5.00451
H -2.87688 -1.63695 3.33211
H -5.05040 -1.69341 3.20034
C -0.30951 -3.56552 1.27189
O -1.43901 -2.92141 0.69507
H -0.47722 -4.63756 1.18062
H 0.61266 -3.29837 0.74420
H -0.19214 -3.31180 2.32911
H -1.35895 -1.97228 0.87142
C 3.21987 -0.80687 -1.51425
O 3.32095 -1.61262 -2.70312
H 2.92420 -1.46729 -0.69642
H 4.13729 -0.28715 -1.24555
H 2.39515 -0.11878 -1.69285
H 3.52435 -2.51086 -2.43592
C 0.48077 5.14020 -0.15105
C 1.00443 5.74900 1.13053
C 1.20656 4.71086 2.25583
O 2.44128 5.13419 2.83967
C 3.12269 5.89713 1.95103
O 4.26973 6.18320 2.06094
O 2.31770 6.29332 0.94494
H 0.25509 5.90641 -0.88929
H -0.49209 4.70642 0.11370
H 1.12319 4.32803 -0.47868
H 0.31548 6.51911 1.48809
H 1.30853 3.71738 1.82816
H 0.38230 4.82336 2.95168
C 0.24005 3.14513 -3.53967
C 0.52822 1.78981 -4.12456
C -0.22089 0.60408 -3.46284
O -1.08385 0.12497 -4.48569
C -0.81185 0.73260 -5.66120
O -1.29393 0.42642 -6.70254
O 0.05155 1.74967 -5.48083
H -0.80445 3.44149 -3.53591
H 0.80846 3.90261 -4.09074
H 0.69062 3.16746 -2.54341
H 1.60115 1.60408 -4.09322
H -0.80049 0.93063 -2.60582
H 0.53239 -0.12622 -3.17252
C -4.06935 -1.26927 -0.78106
C -3.71723 -1.65856 -2.20022
C -4.28757 -2.99647 -2.67009
O -4.99492 -2.68227 -3.87245
C -4.99579 -1.34671 -4.07670
O -5.53962 -0.81263 -4.98967
O -4.30748 -0.70968 -3.11102
H -5.15182 -1.35933 -0.64998
H -3.75399 -0.23761 -0.63203
H -3.60813 -1.90021 -0.02145
H -2.63716 -1.62505 -2.35227
H -5.00520 -3.40665 -1.95457
H -3.51159 -3.73630 -2.85279



b) 88
Properties=species:S:1:pos:R:3 method="wB97M-V/def2-TZVPD" charge=-1 homo_ev=-8.39 lumo_energy_ev=1.76 orbital_gap_ev=10.15
As 0.75845 16.02288 -3.76536
F 1.90410 15.45279 -5.05763
F 1.96904 16.05143 -2.51398
F -0.31612 16.74233 -2.57405
F -0.50571 16.31616 -4.95990
F 0.08358 14.42301 -3.37315
F 1.45648 17.59292 -4.07381
C -3.63706 20.26791 -6.45549
O -3.16223 19.59837 -7.56762
H -2.83397 20.78137 -5.92683
H -4.32603 21.08802 -6.65757
H -4.03513 19.52100 -5.76866
H -3.16887 18.68044 -7.28662
C 3.82229 21.17410 0.43627
O 5.16741 20.95229 0.94444
H 3.54718 22.19093 0.71638
H 3.92625 21.07321 -0.64406
H 3.05832 20.54083 0.88730
H 5.75002 21.01350 0.18389
C -7.49583 15.58454 -3.32046
O -6.39720 16.24829 -2.81577
H -7.32001 15.36201 -4.37292
H -7.74019 14.65490 -2.80651
H -8.40221 16.17683 -3.19489
H -5.64254 15.65541 -2.83981
C 4.80546 12.51022 -9.83152
O 5.38261 13.31953 -8.72382
H 3.88342 11.95567 -9.65706
H 4.30096 13.21716 -10.49016
H 5.49126 11.85590 -10.36972
H 4.75469 13.92523 -8.32330
C 0.34088 17.43369 -10.50705
O 0.04397 18.75389 -11.01052
H 0.19559 17.35922 -9.42934
H -0.31019 16.73788 -11.03626
H 1.38980 17.28500 -10.76345
H -0.65049 19.14140 -10.47278
C 5.96180 18.96669 -6.29703
O 5.14024 19.01720 -7.38230
H 5.81124 18.14666 -5.59491
H 7.00951 18.93894 -6.59645
H 5.83935 19.83038 -5.64347
H 4.36947 18.55171 -7.04936
C -4.07467 19.00744 1.87702
O -5.06226 19.41842 0.92995
H -3.07438 19.26018 1.52542
H -4.37406 19.52078 2.79077
H -4.19762 17.92870 1.97349
H -4.88437 19.19157 0.01426
C 2.11016 8.86485 -1.28972
C 1.72191 8.70529 -2.80324
C 2.94386 8.63193 -3.77539
O 2.48076 7.58349 -4.66119
C 1.31588 6.99144 -4.16581
O 0.59247 6.20101 -4.84814
O 1.00043 7.57824 -2.97653
H 2.65614 8.02709 -0.85595
H 1.23125 8.86659 -0.64505
H 2.79991 9.70865 -1.27095
H 1.02571 9.43073 -3.22411
H 3.91238 8.25288 -3.44921
H 3.03785 9.62808 -4.20777
C 7.51140 13.65878 -0.70562
C 8.73748 14.55064 -0.97248
C 9.23996 14.55058 -2.42078
O 9.42483 15.89848 -2.65993
C 8.91063 16.65780 -1.72748
O 8.89003 17.91281 -1.71652
O 8.36352 15.87360 -0.82514
H 6.60148 14.06959 -1.14309
H 7.21821 13.57644 0.34098
H 7.67610 12.65417 -1.09514
H 9.52622 14.48396 -0.22313
H 8.55967 14.39731 -3.25853
H 10.20725 14.06557 -2.55202
C 2.05086 23.91033 -6.41825
C 2.37653 23.75284 -4.96277
C 3.42702 24.66512 -4.26232
O 2.95918 25.18153 -3.08541
C 1.69484 25.02229 -3.07660
O 0.90354 25.49269 -2.28096
O 1.27400 24.20294 -4.20803
H 1.06023 23.51898 -6.64975
H 2.81869 23.33786 -6.93865
H 2.05797 24.93959 -6.77696
H 2.35074 22.70524 -4.66281
H 3.68229 25.46228 -4.96052
H 4.30579 24.07161 -4.01003



Tell me which of them is the most stable. Sure, it is a).



a) 19
Properties=species:S:1:pos:R:3 method="wB97M-V/def2-TZVPD" charge=+1 homo_ev=-15.02 smiles=CCC[C@]12[NH2+]CN1O2 lumo_energy_ev=-3.73 orbital_gap_ev=11.29
C 0.82515 0.52399 -2.59351
C 0.49376 -0.55144 -0.72190
C -1.27161 0.11879 2.50994
C -0.45322 -0.94094 0.31354
C -0.14976 -0.00200 1.52291
N 0.75598 -1.18095 -1.96447
N 0.53908 0.94294 -1.21268
O 1.69981 -1.09363 -0.96252
H 1.80645 0.62482 -3.02709
H -0.00236 0.62907 -3.23005
H -0.87533 0.72584 3.23913
H -1.60671 -0.94053 2.63552
H -1.93342 0.64842 2.00908
H -1.47241 -0.93217 -0.14274
H -0.25609 -1.99584 0.57994
H 0.77267 -0.35976 1.80275
H 0.07856 1.00870 1.07128
H 1.32459 1.41048 -0.90773
H -0.27516 1.36421 -0.92137



b) 19
Properties=species:S:1:pos:R:3 method="wB97M-V/def2-TZVPD" charge=+1 homo_ev=-13.41 lumo_energy_ev=-7.39 orbital_gap_ev=6.02
O 1.79855 0.68551 0.71507
C 1.08908 0.16468 1.52331
N 0.87529 0.61547 2.76948
C 0.25776 -1.02793 1.13414
N -1.29805 1.20725 -2.20666
C -0.40000 0.83357 -1.18088
C -0.45342 -0.68247 -1.23608
C 0.38610 -1.53294 -0.12625
H 0.52130 -0.00778 3.50045
H 1.37697 1.41595 3.08688
H -0.34234 -1.43549 1.93309
H -1.19211 2.16549 -2.52143
H -2.24028 1.13227 -1.87352
H -0.71902 1.15517 -0.17990
H 0.61270 1.18371 -1.37949
H -1.47384 -0.97401 -1.06061
H -0.19296 -0.98068 -2.23308
H 1.43386 -1.41061 -0.40545
H -0.03960 -2.50716 -0.25909



Tell me which of them is the most stable. Sure, it is b).



a) 19
Properties=species:S:1:pos:R:3 method="wB97M-V/def2-TZVPD" charge=+1 homo_ev=-14.06 lumo_energy_ev=-2.88 orbital_gap_ev=11.19
C -0.35101 0.19173 0.09908
C 1.88415 0.47881 0.00053
C 1.15390 1.81614 -0.04647
C 0.98146 -1.88372 -0.12608
C -2.76959 0.19260 0.06922
N 0.80244 -0.47144 0.07817
N -1.51041 -0.47018 0.21689
O -0.21076 1.48539 -0.07856
H 2.56479 0.17394 -0.83741
H 2.48902 0.39852 0.88710
H 1.36699 2.41500 0.78321
H 1.47391 2.41566 -0.98326
H 1.02229 -2.30825 0.88101
H 0.08949 -2.15877 -0.72628
H 1.91574 -1.84004 -0.65566
H -3.44132 -0.32589 0.72616
H -3.30490 0.14233 -0.96515
H -2.57718 1.23141 0.47908
H -1.57903 -1.48325 0.19839



b) 19
Properties=species:S:1:pos:R:3 method="wB97M-V/def2-TZVPD" charge=+1 homo_ev=-12.95 smiles="CN1C=C[N@H+](C)[C@H]1O" lumo_energy_ev=-2.89 orbital_gap_ev=10.06
C 0.61573 -1.15807 0.84650
C -0.75659 -1.06440 0.86356
C 0.15275 1.00788 0.19361
C 2.02445 -0.11507 -0.78747
C -1.86832 -0.01839 -0.87280
N 1.11293 -0.07510 0.28839
N -1.13950 0.23262 0.44711
O 0.37276 1.90354 1.19405
H 1.12117 -2.09570 0.95973
H -1.35029 -1.75605 1.34044
H 0.08798 1.40098 -0.81940
H 1.56140 -0.19760 -1.77791
H 2.42590 0.90390 -0.81268
H 2.83997 -0.80933 -0.59377
H -1.18895 -0.71600 -1.46533
H -2.90146 -0.49064 -0.63414
H -2.10534 0.91701 -1.40525
H -1.75864 0.67734 1.08064
H 0.75403 1.45308 1.95471



Tell me which of them is the most stable. Sure, it is a).



a) 19
Properties=species:S:1:pos:R:3 method="wB97M-V/def2-TZVPD" charge=+1 homo_ev=-14.11 lumo_energy_ev=-6.78 orbital_gap_ev=7.33
O 1.62957 0.70759 0.17473
C 1.03624 0.03752 0.98115
N 1.12925 0.27016 2.32491
C 0.04784 -1.02906 0.60739
N -1.69816 1.57934 -1.22576
C -1.42417 0.25589 -0.79722
C -0.28076 -0.34757 -1.57109
C 0.01256 -1.56852 -0.70624
H 0.76619 -0.42575 2.95606
H 2.03614 0.63000 2.59451
H -0.53343 -1.47879 1.41472
H -2.44370 2.04745 -0.71296
H -0.86797 2.15563 -1.32721
H -2.35139 -0.32960 -0.81191
H -1.16313 0.35414 0.32971
H -0.59335 -0.58607 -2.58662
H 0.52607 0.37664 -1.51100
H 1.02755 -1.91412 -0.95889
H -0.74322 -2.34192 -0.76927



b) 19
Properties=species:S:1:pos:R:3 method="wB97M-V/def2-TZVPD" charge=+1 homo_ev=-15.81 lumo_energy_ev=-5.39 orbital_gap_ev=10.42
C -0.25433 -0.94567 0.80902
C 0.17501 -0.24216 2.10573
C 0.13639 0.01768 -0.30552
C -1.00450 1.20847 -0.37027
C 0.55072 -0.76692 -1.52751
N 2.15184 1.31633 -0.29786
N 1.27553 0.69691 0.20641
O 1.30930 0.51461 1.81324
H 0.44770 -1.66420 0.64791
H -1.23114 -1.32917 0.71143
H -0.57989 0.34784 2.57708
H 0.56736 -1.03962 2.74053
H -1.77666 0.59910 -0.50602
H -0.80134 1.91113 -1.22711
H -1.19251 1.71632 0.50256
H 1.61934 -1.27385 -1.39213
H 0.70552 -0.02259 -2.33397
H -0.27000 -1.58104 -1.61422
H 2.77645 1.82901 0.37175



Tell me which of them is the most stable. Sure, it is a).



a) 11
Properties=species:S:1:pos:R:3 method="wB97M-V/def2-TZVPD" homo_ev="-8.09 / -7.85" lumo_energy_ev="-0.68 / 0.29" orbital_gap_ev="7.41 / 8.14"
C -1.22273 -2.85146 -1.12786
C -0.53395 -2.07028 -0.47934
C 0.52461 1.32866 -0.24664
C 0.83091 -0.07270 0.49099
C 0.56573 -1.52181 0.14440
Cl 1.96626 -2.51051 0.34186
H -1.87419 -3.50010 -1.59525
H 0.72179 2.17848 0.41992
H -0.42145 1.54020 -0.84926
H 1.61837 -0.09277 1.34153
H -0.13781 0.31285 1.00821



b) 11
Properties=species:S:1:pos:R:3 method="wB97M-V/def2-TZVPD" homo_ev=-8.61 lumo_energy_ev=-1.05 orbital_gap_ev=7.56
C 2.14914 2.45789 -0.01168
C 0.92113 1.75458 -0.15836
C 2.17634 0.98080 -0.24225
C -0.38620 1.76866 -0.10827
C -1.56475 -0.12457 0.21307
Cl -1.43743 3.06127 -0.12086
H 2.42376 0.59437 -1.22469
H 2.51854 0.34658 0.56704
H -2.54354 0.28093 0.39120
H -1.05223 -0.54803 1.05344
H -1.40423 -0.60155 -0.73343



Tell me which of them is the most stable. Sure, it is a).



a) 10
Properties=species:S:1:pos:R:3 method="wB97M-V/def2-TZVPD" homo_ev=-9.22 smiles="C=P.PS" lumo_energy_ev=0.05 orbital_gap_ev=9.27
C -0.89954 0.20876 1.32429
P 1.32672 -0.96049 -0.35319
P -0.59728 1.82499 1.03279
S 0.11430 -0.15833 -1.85255
H 2.00444 0.23254 -0.10756
H -1.59698 -0.39579 0.77168
H -0.43945 -0.25076 2.18414
H 2.34681 -1.41567 -1.19486
H -1.40980 1.98062 -0.10243
H -0.84923 -1.06587 -1.70232



b) 10
Properties=species:S:1:pos:R:3 method="wB97M-V/def2-TZVPD" homo_ev=-9.15 lumo_energy_ev=0.15 orbital_gap_ev=9.30
C 0.63347 0.05010 0.56834
P 1.67508 -0.53685 -0.92068
P -1.21708 0.34772 0.39012
S -2.26367 0.15938 1.97322
H 1.09926 0.98542 0.95866
H 0.63096 -0.60262 1.35282
H 0.86058 -0.24577 -1.99419
H 1.14056 -1.80220 -0.96950
H -1.11930 1.89109 -0.64832
H -1.43986 -0.24627 -0.71046



Tell me which of them is the most stable. Sure, it is a).



a) 21
Properties=species:S:1:pos:R:3 method="wB97M-V/def2-TZVPD" charge=-1 homo_ev=-4.73 lumo_energy_ev=3.95 orbital_gap_ev=8.68
C -0.38544 -0.21855 -1.90702
O -0.48017 -1.20615 -0.91361
C 0.32994 1.13395 -1.45257
C 1.39622 0.88558 -0.40149
C 0.93217 0.72451 1.08390
O -0.30582 0.15909 1.23093
H 0.20063 -0.50985 -2.86740
H -1.27100 0.10353 -2.38295
H -0.64196 -0.61662 0.06176
H -0.52818 1.81973 -1.26961
H 0.87062 1.41702 -2.47077
H 1.95643 -0.04614 -0.69258
H 2.04356 1.78951 -0.38736
H 0.84707 1.69603 1.46775
H 1.71327 0.05990 1.63527
H 0.08862 -1.59589 2.21939
H 0.26552 -2.19523 1.03966
O 0.36927 -2.37474 1.99929
H -2.79387 -0.74105 0.83299
H -1.79616 -0.09246 1.64516
O -2.81072 -0.19218 1.52926



b) 21
Properties=species:S:1:pos:R:3 method="wB97M-V/def2-TZVPD" charge=-1 homo_ev=-4.05 lumo_energy_ev=3.71 orbital_gap_ev=7.76
C -0.59150 1.05131 0.71273
C 0.40104 2.10607 0.23508
C 1.65514 1.47125 -0.31264
O 2.29256 0.69464 0.72951
C -1.32115 0.13482 -0.33102
O -1.34838 -1.15537 0.15752
H -0.15837 0.38350 1.46245
H -1.43001 1.47434 1.27306
H 0.70470 2.95001 0.83243
H -0.02241 2.76705 -0.56959
H 1.47565 0.76453 -1.08156
H 2.43888 2.15016 -0.68721
H -0.99192 0.10532 -1.42761
H -2.33120 0.47142 -0.51730
H 0.00514 -1.81889 0.44069
H 1.70859 -0.06540 0.87899
H 1.53952 -1.68573 -0.07414
O 0.98390 -2.12848 0.57041
H -1.16153 -3.82422 -0.73316
H -1.82538 -2.42875 -0.71042
O -2.02327 -3.41758 -0.84821



Tell me which of them is the most stable. Sure, it is b).



a) 13
Properties=species:S:1:pos:R:3 method="wB97M-V/def2-TZVPD" homo_ev="-6.26 / -9.30" multiplicity=3 lumo_energy_ev="1.20 / -0.26" orbital_gap_ev="7.46 / 9.04"
C 1.45442 -0.74801 0.06943
C 1.67662 0.64711 0.33829
C -1.92088 0.23393 0.08040
N 0.11148 -0.53726 -0.46784
N -0.90739 -0.67798 0.24615
H 2.05741 -1.40117 -0.72289
H 1.33762 -1.35096 1.00069
H 1.08931 1.14531 0.98357
H 1.82358 1.20693 -0.64256
H -1.61399 1.21287 0.01410
H -2.76683 -0.02101 -0.62928
H -2.47376 0.21487 1.03131
H 0.13240 0.07538 -1.30137



b) 13
Properties=species:S:1:pos:R:3 method="wB97M-V/def2-TZVPD" homo_ev="-8.14 / -9.69" multiplicity=3 lumo_energy_ev="1.17 / -0.93" orbital_gap_ev="9.31 / 8.76"
C -0.27855 1.07499 0.44231
C 0.40469 -0.21297 0.11920
C -0.36157 -1.51509 0.38252
N 0.21293 1.93047 -0.64935
N 0.64569 0.02283 -1.31451
H -1.42390 0.93722 0.30727
H -0.07999 1.71734 1.36496
H 1.38537 -0.42665 0.63148
H -0.75067 -1.71246 1.40921
H 0.38002 -2.29317 0.24059
H -1.19873 -1.73641 -0.34522
H -0.56436 2.36153 -1.12583
H 1.62907 -0.14763 -1.46261



Tell me which of them is the most stable. Sure, it is b).